[1]
# C2H9N2O

C2H9N2O as an isolated structure in a non-equilibrium geometry (wB97M-V/def2-TZVPD, OMol25).

molar mass = 77.1 g mol⁻¹
energy relative to the best compared isomer or geometry (same formula, charge and spin) = 789.5 kJ/mol
charge = +1
calculated total energy = -265.8510 Eh
multiplicity = 1
gap between HOMO and LUMO = 4.60 eV

```
14
Properties=species:S:1:pos:R:3:forces:R:3
C -0.0365 -1.7460 -1.6102 0.62 0.94 -0.38
N -0.0255 -0.5939 -0.7138 -0.50 -0.72 -1.90
C 0.2748 -0.8565 0.5287 1.33 -1.36 4.10
N 0.2123 0.0863 1.4786 0.40 -1.34 -0.32
H -0.3937 -1.4049 -2.5862 0.40 -0.08 0.18
H -0.7182 -2.5480 -1.2744 0.20 0.09 0.54
H 1.0087 -2.2546 -1.6981 -1.36 0.87 0.37
H 2.5773 1.7796 -0.9696 0.36 1.35 0.52
H 0.5951 -1.8832 0.8456 -0.23 0.68 -0.45
H 2.7612 2.4922 -0.6853 -0.37 -1.36 -0.52
H 0.5361 -0.2451 2.4657 -0.61 0.31 -2.03
H -0.7112 1.5720 0.9313 -0.05 -0.08 0.47
H -1.6077 2.8022 0.7636 -0.68 0.50 0.35
O -0.8482 2.3573 0.4178 0.48 0.20 -0.94
```
Positions in Å, forces in eV/Å.



[2]
# C3H2N2O3

A 2-piece molecular cluster, C3H2N2O3 overall in a non-equilibrium geometry (wB97M-V/def2-TZVPD, OMol25).

molar mass = 114.1 g mol⁻¹
energy relative to the best compared isomer or geometry (same formula, charge and spin) = 362.5 kJ/mol
SMILES = O=c1nc1O.N=C=O
charge = 0
calculated total energy = -450.6652 Eh
multiplicity = 1
gap between HOMO and LUMO = 10.26 eV

```
10
Properties=species:S:1:pos:R:3:forces:R:3
C 1.3349 0.1927 0.0310 0.61 -2.69 -0.03
C 0.9796 -1.1036 0.5557 0.23 1.75 -0.09
C -1.6004 1.1267 -0.1764 -0.80 0.44 1.49
N 0.2222 -0.5963 -0.4231 1.58 -0.65 1.49
N -1.5039 1.5317 -1.2862 -2.23 -0.41 1.11
O 2.1283 1.0515 -0.1708 -0.92 0.46 0.00
O 1.0467 -2.1607 1.3667 -4.16 -0.35 -2.64
O -1.8768 0.8366 0.9311 0.36 -0.15 -0.78
H 0.1125 -2.6473 1.0941 3.16 1.03 1.29
H -0.8432 1.7688 -1.9222 2.18 0.56 -1.84
```
Positions in Å, forces in eV/Å.



[3]
# C21H20N4O3

An isolated molecule of C21H20N4O3 in a non-equilibrium geometry (wB97M-V/def2-TZVPD, OMol25).

molar mass = 376.4 g mol⁻¹
energy relative to the best compared isomer or geometry (same formula, charge and spin) = 253.7 kJ/mol
SMILES = Cc1ccc(OCc2cc(C(=O)NCc3cn4ccccc4n3)no2)cc1C
charge = 0
calculated total energy = -1256.9638 Eh
multiplicity = 1
gap between HOMO and LUMO = 8.98 eV

```
48
Properties=species:S:1:pos:R:3:forces:R:3
C -3.0551 1.1268 -6.0856 -0.03 0.03 0.07
C -2.7860 1.7804 -4.7643 0.18 -0.02 -0.01
C -1.4883 1.9393 -4.3096 -0.20 -0.01 -0.07
C -1.2044 2.5374 -3.0921 0.13 0.20 0.31
C -2.2485 2.9904 -2.3013 -0.09 -0.06 -0.19
C -3.5578 2.8368 -2.7498 0.16 0.03 0.11
C -3.8393 2.2408 -3.9651 0.12 0.07 0.14
C -5.2599 2.0899 -4.4153 0.06 0.01 0.01
H -5.4183 2.6054 -5.3620 -0.09 0.01 -0.08
H -5.9432 2.5011 -3.6773 -0.08 0.01 0.01
H -5.5031 1.0388 -4.5668 -0.09 -0.06 -0.04
H -4.3535 3.1971 -2.1162 -0.13 0.04 0.08
O -2.1141 3.6065 -1.0819 -0.19 -0.07 -0.12
C -0.8308 3.7415 -0.5305 0.03 0.02 0.23
C -0.1799 2.4337 -0.1985 1.00 -0.15 -0.21
C 1.1136 2.0028 -0.3011 -0.70 0.10 0.15
C 1.0633 0.6763 0.1945 -0.69 0.78 -0.05
N -0.1624 0.3717 0.5519 0.72 -0.96 0.18
O -0.9315 1.4493 0.3161 -0.37 0.65 -0.13
C 2.2000 -0.2738 0.3138 -0.11 -0.46 0.07
O 3.3387 0.0392 0.0208 0.05 0.26 -0.06
N 1.8268 -1.4929 0.7403 -0.12 -0.21 0.09
H 0.8757 -1.6323 1.0492 -0.02 0.09 -0.02
C 2.7776 -2.5424 1.0267 0.17 -0.08 -0.01
C 2.7895 -2.8582 2.4876 0.51 0.00 0.35
C 3.8642 -2.8731 3.3500 0.06 0.17 -0.90
N 3.3652 -3.2043 4.5700 -0.77 -0.12 -0.03
C 3.9609 -3.3676 5.7737 0.18 -0.14 0.81
C 3.2053 -3.7052 6.8541 0.38 0.10 -0.20
C 1.8117 -3.8835 6.7221 -0.36 0.01 -0.31
C 1.2057 -3.7195 5.5086 0.05 -0.11 0.56
C 1.9882 -3.3730 4.3984 0.25 0.10 -0.26
N 1.6463 -3.1641 3.1406 -0.43 -0.07 -0.07
H 0.1455 -3.8459 5.3675 -0.11 -0.01 -0.02
H 1.2314 -4.1504 7.5911 -0.09 -0.02 0.06
H 3.6766 -3.8359 7.8144 0.11 0.01 0.04
H 5.0293 -3.2179 5.8175 0.02 0.01 -0.03
H 4.9028 -2.6792 3.1800 0.22 0.05 0.03
H 2.5011 -3.4393 0.4597 0.12 0.11 0.05
H 3.7609 -2.1938 0.7032 -0.15 -0.12 -0.02
H 1.9741 2.5205 -0.6663 0.18 0.15 -0.12
H -0.1628 4.3144 -1.1886 -0.05 -0.11 0.12
H -0.9875 4.3122 0.3925 0.09 -0.05 -0.19
H -0.1755 2.6344 -2.7836 0.05 0.01 0.04
H -0.6667 1.5870 -4.9169 0.07 -0.04 -0.07
H -3.6712 0.2375 -5.9562 -0.05 -0.09 -0.09
H -2.1248 0.8353 -6.5662 0.03 -0.03 -0.06
H -3.5898 1.8059 -6.7492 -0.05 -0.02 -0.12
```
Positions in Å, forces in eV/Å.



[4]
# C4H2O3S

An isolated molecule of C4H2O3S in a non-equilibrium geometry (wB97M-V/def2-TZVPD, OMol25).

molar mass = 130.1 g mol⁻¹
energy relative to the best compared isomer or geometry (same formula, charge and spin) = 146.7 kJ/mol
SMILES = O=C(O)C(=S)C#CO
charge = 0
calculated total energy = -777.4003 Eh
multiplicity = 1
gap between HOMO and LUMO = 7.94 eV

```
10
Properties=species:S:1:pos:R:3:forces:R:3
C 0.6646 -0.6479 1.5603 -1.91 0.67 -1.11
C 1.0951 -0.3676 0.1604 0.43 -0.96 3.10
C -0.6659 0.0988 1.6469 -1.18 2.79 1.70
C 1.2211 0.2286 -0.8724 1.13 0.49 -2.11
O -0.7490 1.2760 1.9608 0.75 -1.11 -0.85
O -1.7476 -0.6523 1.5535 -0.52 -2.20 -0.94
O 1.3324 0.6526 -2.1124 -0.41 0.18 0.05
S 0.9208 -1.4102 2.9890 1.10 0.20 -1.60
H -2.6482 -0.2801 1.4684 1.14 0.70 0.33
H 2.1047 1.1464 -2.4862 -0.53 -0.77 1.43
```
Positions in Å, forces in eV/Å.



Which of these has the lowest energy relative to the best compared isomer or geometry (same formula, charge and spin)? C4H2O3S



Which value of molar mass does entry 4 give? 130.1 g mol⁻¹